1.
A cluster of 12 separate species, C39H71NO13 in total at a distorted geometry, computed with ωB97M-V/def2-TZVPD.

energy relative to the best compared isomer or geometry (same formula, charge and spin)	0.000	eV
LUMO level	-0.55	eV
net charge	0
SMILES	O=[N+]([O-])c1ccccc1.CC(C)=O.CC(C)=O.CC(C)=O.CC(C)=O.CC(C)=O.CC(C)=O.CC(C)=O.CC(C)=O.CC(C)=O.CC(C)=O.CC(C)=O

```
124
Properties=species:S:1:pos:R:3:forces:R:3:lowdin_charge:R:1
O 0.8287 -1.8981 -0.3823 -0.001 0.080 0.143 0.034
N 1.2743 -0.8684 0.1129 0.265 -0.189 -0.308 -0.307
O 2.3171 -0.8170 0.7287 -0.076 -0.031 0.147 0.076
C 0.5430 0.3747 -0.1067 -0.301 -0.300 0.062 -0.138
C -0.4315 0.3749 -1.0834 -0.176 0.374 -0.411 -0.018
C -1.1037 1.5628 -1.3113 -0.326 0.242 0.157 -0.065
C -0.8230 2.6804 -0.5392 0.272 0.178 0.097 -0.073
C 0.1300 2.6396 0.4726 -0.149 0.004 -0.331 -0.037
C 0.8243 1.4636 0.6914 0.199 0.060 0.454 0.023
H -0.6232 -0.4889 -1.6975 0.083 -0.104 0.075 0.090
H -1.9096 1.6528 -2.0299 0.124 -0.216 -0.125 0.096
H -1.3689 3.5983 -0.7158 -0.072 -0.057 0.014 0.086
H 0.2953 3.5153 1.0823 0.082 -0.093 0.135 0.098
H 1.5448 1.3669 1.4922 0.109 0.094 -0.123 0.099
C -3.3563 -2.0223 -1.2157 0.656 -0.232 -0.174 0.000
C -3.7618 -2.9582 -0.1057 -0.588 0.204 0.051 -0.495
C -3.7336 -4.4352 -0.3749 0.221 -0.133 -0.049 -0.013
O -4.1226 -2.5289 0.9663 0.075 0.035 -0.003 0.056
H -2.6128 -1.3304 -0.8166 -0.133 0.111 0.039 0.067
H -4.1958 -1.4495 -1.6046 -0.128 -0.029 0.132 0.097
H -2.8828 -2.5750 -2.0303 -0.122 0.081 -0.062 0.061
H -4.4052 -4.7018 -1.1938 -0.033 0.110 -0.017 0.092
H -4.0209 -4.9706 0.5254 0.028 -0.069 -0.006 0.086
H -2.7270 -4.7248 -0.6934 -0.036 -0.043 0.063 0.071
C 1.6412 -4.8697 1.0962 -0.355 -0.232 -0.488 -0.019
C 2.4366 -3.9546 1.9791 0.045 0.265 0.001 -0.495
C 3.7639 -3.4980 1.4563 0.885 -0.375 0.458 -0.022
O 2.0321 -3.5842 3.0555 -0.184 -0.132 0.112 0.066
H 1.7462 -4.5686 0.0498 0.040 -0.010 0.072 0.068
H 0.5853 -4.8617 1.3608 0.014 0.105 0.126 0.072
H 1.9841 -5.9053 1.1701 0.192 0.090 0.091 0.093
H 4.3026 -2.9592 2.2353 -0.239 0.251 -0.008 0.083
H 3.6637 -2.8770 0.5734 -0.095 -0.046 -0.096 0.042
H 4.4029 -4.3624 1.2370 -0.242 -0.012 -0.317 0.095
C -0.8452 6.5786 1.9329 -0.030 -0.318 -0.177 -0.010
C -1.6912 5.5873 2.7060 0.413 -0.081 0.253 -0.494
C -2.9688 6.0998 3.2838 -0.676 0.382 -0.045 -0.019
O -1.3425 4.4386 2.8632 -0.006 0.066 -0.212 0.064
H -1.2276 6.6529 0.9096 -0.098 0.115 0.098 0.067
H 0.1773 6.2147 1.8622 0.033 0.024 0.108 0.085
H -0.8820 7.5626 2.3937 0.048 0.066 -0.062 0.080
H -2.8661 7.1077 3.6892 0.124 -0.034 -0.003 0.083
H -3.3733 5.4455 4.0504 0.102 -0.157 -0.042 0.080
H -3.7111 6.1827 2.4793 0.062 -0.054 0.044 0.096
C 3.5217 -1.7477 -4.6247 -0.254 0.342 0.017 -0.016
C 4.4064 -2.0946 -3.4580 0.136 -0.050 -0.049 -0.493
C 3.7546 -2.7796 -2.2894 0.341 -0.385 0.328 -0.018
O 5.5913 -1.8495 -3.4627 0.019 0.078 -0.004 0.064
H 3.9882 -0.9691 -5.2254 0.104 -0.075 -0.035 0.080
H 2.5537 -1.3851 -4.2684 0.001 -0.087 -0.061 0.054
H 3.3446 -2.6251 -5.2488 0.012 -0.094 0.093 0.092
H 2.9436 -2.1838 -1.8686 -0.156 -0.096 -0.144 0.066
H 4.4963 -2.9654 -1.5136 0.090 0.175 -0.042 0.072
H 3.3874 -3.7643 -2.5950 -0.298 0.216 -0.112 0.079
C 2.1235 -1.8111 5.7819 -0.267 -0.294 0.029 -0.025
C 2.3823 -0.3618 5.4546 -0.283 0.043 0.087 -0.491
C 2.4617 -0.0366 3.9876 -0.211 -0.119 -0.355 -0.030
O 2.4560 0.5033 6.2943 0.126 0.057 0.241 0.064
H 1.6140 -1.9795 6.7304 0.026 0.461 0.074 0.082
H 3.0485 -2.3895 5.8396 0.064 0.087 -0.315 0.087
H 1.4976 -2.2008 4.9817 0.176 -0.322 0.045 0.044
H 1.6318 -0.5145 3.4625 -0.011 -0.049 0.118 0.053
H 3.3677 -0.4474 3.5338 0.080 0.104 0.100 0.083
H 2.3900 1.0347 3.8259 0.291 0.074 0.072 0.078
C -0.2623 -5.7487 -2.5590 -0.019 -0.317 0.334 -0.017
C 0.5098 -4.7400 -3.3575 0.159 -0.036 0.214 -0.498
C -0.1042 -3.3825 -3.4955 -0.233 0.646 -0.864 -0.017
O 1.5948 -4.9937 -3.8284 -0.011 -0.042 -0.045 0.062
H -0.1631 -5.4899 -1.4979 -0.069 0.075 -0.058 0.077
H 0.1413 -6.7506 -2.6859 0.045 0.027 -0.096 0.086
H -1.3255 -5.7384 -2.7994 0.007 0.035 -0.031 0.077
H 0.2295 -2.9431 -4.4397 0.111 -0.029 0.116 0.085
H 0.1998 -2.6804 -2.7162 0.032 -0.243 0.204 0.067
H -1.1940 -3.4185 -3.5439 0.009 -0.072 0.247 0.070
C -2.9874 -1.6625 4.0357 -0.332 0.175 -0.151 -0.014
C -1.5588 -1.6062 3.5800 0.031 0.019 0.137 -0.485
C -1.1052 -2.5923 2.5412 -0.057 -0.413 -0.323 -0.003
O -0.7910 -0.8042 4.0628 0.119 0.084 -0.133 0.071
H -3.6735 -1.6096 3.1858 0.102 -0.090 -0.033 0.066
H -3.1723 -0.8177 4.6927 -0.006 -0.088 0.190 0.068
H -3.2018 -2.5998 4.5529 0.078 -0.024 0.008 0.094
H -1.9221 -2.9733 1.9306 -0.133 0.096 0.128 0.059
H -0.6489 -3.4537 3.0370 0.084 0.116 0.104 0.088
H -0.3545 -2.1662 1.8809 0.123 0.104 0.140 0.064
C -3.2878 1.3727 1.3686 -0.506 -0.170 0.181 -0.001
C -4.4335 1.7945 2.2578 0.278 0.044 0.214 -0.490
C -4.0850 2.1992 3.6722 0.181 0.485 -0.314 -0.006
O -5.5627 1.8528 1.8349 -0.229 0.010 -0.020 0.066
H -2.6802 0.6020 1.8473 0.059 0.034 -0.008 0.082
H -2.6553 2.2391 1.1907 0.073 0.003 -0.032 0.065
H -3.7329 1.0051 0.4468 0.252 -0.003 -0.129 0.082
H -4.9169 2.7477 4.1082 -0.087 -0.221 0.132 0.082
H -3.2100 2.8585 3.6444 0.012 -0.133 0.022 0.062
H -3.8046 1.3344 4.2689 -0.085 -0.083 0.063 0.068
C -1.5490 0.9062 -4.8792 0.170 -0.541 0.281 -0.008
C -0.0500 0.6771 -4.8268 -0.253 0.349 -0.025 -0.484
C 0.7837 1.3880 -5.8556 -0.084 0.073 0.056 -0.010
O 0.4482 -0.0200 -3.9772 0.086 -0.285 0.106 0.054
H -2.0163 0.2390 -4.1544 -0.045 0.020 -0.068 0.077
H -1.9299 0.6770 -5.8745 -0.064 0.204 -0.035 0.088
H -1.8006 1.9280 -4.5965 0.044 0.103 -0.186 0.066
H 0.5796 2.4596 -5.7944 0.044 0.010 -0.050 0.087
H 0.4904 1.0629 -6.8550 0.069 -0.001 -0.033 0.090
H 1.8374 1.1971 -5.6746 0.025 -0.010 -0.080 0.080
C -2.4486 5.9461 -1.7610 -0.258 -0.214 0.236 -0.035
C -2.8560 4.8967 -2.7672 0.186 0.292 -0.064 -0.508
C -2.5208 5.1852 -4.2122 0.070 0.123 0.052 -0.013
O -3.4204 3.8875 -2.4336 -0.103 -0.408 0.012 0.071
H -2.7956 5.6583 -0.7691 -0.024 -0.076 -0.039 0.072
H -2.9107 6.9012 -2.0161 0.285 0.106 -0.092 0.092
H -1.3593 6.0187 -1.7456 -0.022 0.269 -0.099 0.088
H -3.3389 5.7633 -4.6489 -0.019 -0.057 -0.014 0.094
H -2.4062 4.2565 -4.7640 -0.082 -0.014 -0.047 0.065
H -1.6189 5.7916 -4.3007 0.006 -0.032 0.006 0.082
C 6.0398 0.9233 1.9042 0.306 0.038 0.084 -0.019
C 4.7944 1.3328 1.1699 -0.341 -0.108 0.047 -0.500
C 4.6933 0.9133 -0.2715 0.085 0.141 -0.377 -0.023
O 3.9064 1.9532 1.7104 0.155 0.081 -0.032 0.057
H 6.0503 1.3271 2.9132 -0.094 0.013 0.004 0.085
H 6.9278 1.2710 1.3686 -0.054 -0.023 -0.021 0.087
H 6.1135 -0.1660 1.9479 -0.073 0.001 -0.035 0.084
H 5.3960 1.4983 -0.8750 0.078 -0.078 0.109 0.093
H 3.6975 1.1076 -0.6617 -0.080 -0.040 0.114 0.072
H 4.9533 -0.1378 -0.4077 0.008 0.012 0.038 0.080
```
Positions in Å, forces in eV/Å.


2.
A cluster of 5 separate species, C39H72O8 in total at a distorted geometry, computed with ωB97M-V/def2-TZVPD.

LUMO level	0.60	eV
net charge	0
SMILES	CCCCCCCCCCCCC[C@@]1(CC(=O)c2ccccc2)C(=O)OC[C@H]1CC=O.CC(C)O.CC(C)O.CC(C)O.CC(C)O

```
119
Properties=species:S:1:pos:R:3:forces:R:3:lowdin_charge:R:1
C 3.2550 -0.1994 2.3721 0.062 -0.351 -0.304 -0.117
C 2.8602 -0.2934 0.9022 -0.287 0.135 0.069 -0.244
C 1.6433 0.5655 0.4787 0.227 0.236 0.270 -0.207
C 1.0558 1.4943 1.5385 -0.702 0.274 -0.860 -0.234
C -0.2844 2.0842 1.0495 0.693 -0.044 0.799 -0.210
C -0.7694 3.2002 1.9848 -1.054 -0.476 -0.564 -0.189
C -2.3178 3.2902 2.0593 0.254 0.290 0.200 -0.197
C -2.8755 3.3763 3.4895 -0.126 0.399 -0.461 -0.199
C -4.1113 4.2809 3.5765 0.212 -0.563 -0.331 -0.209
C -5.2931 3.8002 2.7343 0.061 -0.168 0.476 -0.203
C -5.9396 2.5314 3.3089 -0.155 -0.123 -0.277 -0.172
C -5.3249 1.2221 2.7678 -0.393 0.386 -0.111 -0.174
C -6.3854 0.3565 2.0891 0.802 0.553 -0.181 -0.124
C -5.8839 -0.8247 1.2295 -1.619 -1.367 0.289 -0.273
C -7.0354 -1.2227 0.2435 0.554 0.741 0.214 -0.011
C -6.9023 -0.9090 -1.2378 0.278 0.104 0.058 -0.339
O -7.0036 -1.8281 -2.0108 -0.078 -0.553 -0.348 0.099
C -6.7622 0.4761 -1.7920 -0.136 0.450 -0.289 -0.134
C -6.2993 1.5958 -1.0974 -0.101 0.276 -0.266 -0.021
C -6.2079 2.8499 -1.7072 -0.229 -0.585 -0.247 -0.057
C -6.5699 3.0038 -3.0466 0.110 -0.499 0.644 -0.075
C -7.0166 1.8890 -3.7515 0.023 -0.032 0.249 -0.076
C -7.1244 0.6402 -3.1346 0.218 0.790 -0.105 -0.005
C -4.4973 -0.6927 0.6463 0.122 0.130 0.855 -0.432
O -4.1447 -0.4848 -0.4614 0.124 0.414 -0.940 0.196
O -3.5936 -0.9182 1.6485 0.201 -0.573 -0.334 0.031
C -4.1781 -1.7725 2.6346 -0.176 0.213 0.169 -0.113
C -5.5927 -2.0738 2.1048 0.745 0.104 0.656 -0.211
C -6.6318 -2.4662 3.1621 -0.016 0.070 0.161 -0.090
C -6.2646 -2.0144 4.5477 0.046 0.000 0.057 -0.269
O -6.6381 -0.9807 5.0225 -0.249 0.560 0.282 0.071
H 2.4924 -0.6860 2.9733 -0.091 0.151 0.335 0.070
H 3.4135 0.8212 2.7015 -0.108 0.171 0.104 0.069
H 4.1869 -0.7355 2.5235 0.145 -0.094 0.031 0.054
H 2.6166 -1.3338 0.6983 0.146 -0.174 -0.131 0.092
H 3.7211 -0.0408 0.2895 0.117 0.014 -0.091 0.088
H 0.8333 -0.0577 0.1070 -0.069 -0.236 -0.033 0.104
H 1.9336 1.1994 -0.3570 0.001 0.030 -0.219 0.104
H 1.7199 2.3360 1.7221 0.286 -0.052 0.327 0.114
H 0.8317 0.9677 2.4595 0.265 -0.035 0.326 0.107
H -0.1554 2.4593 0.0377 -0.195 -0.023 -0.240 0.113
H -1.0061 1.2714 1.0540 -0.216 -0.090 -0.261 0.103
H -0.3997 3.0256 2.9897 0.292 0.048 0.159 0.099
H -0.4117 4.1513 1.6056 0.372 0.212 0.278 0.107
H -2.6420 4.1849 1.5298 -0.063 0.132 -0.155 0.107
H -2.7659 2.4573 1.5259 -0.023 -0.198 -0.090 0.085
H -3.1123 2.3841 3.8641 0.106 -0.186 0.181 0.103
H -2.1032 3.8117 4.1190 0.088 -0.066 0.257 0.104
H -3.8027 5.2746 3.2567 -0.067 0.216 0.064 0.108
H -4.4433 4.3189 4.6113 -0.035 0.264 0.196 0.106
H -6.0197 4.6072 2.6781 -0.189 0.048 0.008 0.106
H -4.9865 3.5754 1.7139 0.094 0.176 -0.217 0.094
H -5.9116 2.5361 4.3956 0.051 0.095 0.179 0.113
H -6.9964 2.5439 3.0450 -0.172 -0.033 -0.005 0.106
H -4.6000 1.4990 2.0069 0.324 -0.086 0.002 0.089
H -4.8111 0.6905 3.5582 0.160 -0.108 0.098 0.098
H -7.1109 0.0273 2.8248 -0.104 -0.251 0.060 0.112
H -6.9158 1.0253 1.4205 -0.262 0.041 -0.027 0.098
H -7.2326 -2.2827 0.3239 0.068 -0.275 -0.247 0.121
H -7.9421 -0.7253 0.5826 -0.141 0.148 0.076 0.135
H -5.9768 1.5239 -0.0751 0.081 -0.078 0.068 0.081
H -5.8521 3.6874 -1.1277 0.070 0.123 0.027 0.097
H -6.4852 3.9685 -3.5186 -0.012 0.070 -0.188 0.101
H -7.2660 2.0163 -4.7942 -0.070 -0.117 -0.098 0.099
H -7.4741 -0.1957 -3.7166 -0.028 -0.222 0.091 0.113
H -3.6228 -2.7039 2.7178 0.370 0.084 -0.039 0.136
H -4.1167 -1.2385 3.5789 -0.199 -0.068 0.180 0.113
H -5.4264 -2.9486 1.4811 -0.310 0.083 -0.521 0.152
H -6.7534 -3.5450 3.1976 -0.011 -0.180 -0.131 0.123
H -7.5927 -2.0150 2.9341 -0.188 -0.050 -0.120 0.123
H -5.6156 -2.6622 5.1583 0.156 -0.292 -0.096 0.130
C 5.5074 -3.2194 -0.1012 -0.180 0.002 0.089 -0.055
C 6.2219 -1.8976 -0.3353 0.252 -0.411 0.070 -0.492
C 7.5646 -2.0978 -1.0215 -0.004 0.166 0.064 -0.056
O 6.4001 -1.2158 0.9078 -0.138 0.203 -0.039 -0.058
H 6.1084 -3.8614 0.5483 0.084 -0.018 -0.084 0.065
H 4.5467 -3.0567 0.3911 -0.005 0.044 -0.054 0.067
H 5.3325 -3.7466 -1.0408 0.017 -0.009 0.000 0.081
H 5.5948 -1.2459 -0.9459 -0.018 0.101 0.088 0.129
H 8.2184 -2.7170 -0.4001 -0.086 -0.117 -0.018 0.076
H 8.0669 -1.1453 -1.1791 -0.093 -0.062 -0.028 0.052
H 7.4427 -2.5915 -1.9881 0.007 -0.021 0.014 0.084
H 6.9533 -1.7719 1.4665 0.022 -0.032 -0.017 0.086
C -3.0180 3.4624 -5.5368 -0.055 0.057 0.121 -0.059
C -4.1929 2.5856 -5.9407 0.232 0.140 -0.257 -0.499
C -3.8891 1.7846 -7.1974 -0.122 -0.071 -0.006 -0.060
O -5.3620 3.3845 -6.1340 -0.129 -0.072 0.143 -0.068
H -2.7913 4.1844 -6.3268 0.029 -0.054 -0.050 0.080
H -3.2554 4.0262 -4.6342 -0.004 -0.042 0.021 0.077
H -2.1247 2.8656 -5.3491 0.004 0.000 -0.012 0.081
H -4.4346 1.9044 -5.1241 -0.101 0.035 0.026 0.129
H -3.6891 2.4549 -8.0383 0.071 0.025 0.027 0.080
H -4.7421 1.1623 -7.4695 0.007 -0.019 0.037 0.079
H -3.0199 1.1413 -7.0559 0.009 0.011 -0.004 0.081
H -5.1858 4.0024 -6.8512 0.025 -0.003 -0.021 0.087
C 9.9469 2.2460 -3.0959 -0.142 0.026 0.057 -0.064
C 10.3801 1.1516 -2.1323 0.167 0.010 -0.388 -0.492
C 11.8596 0.8308 -2.2826 0.015 -0.091 0.125 -0.064
O 9.5957 -0.0245 -2.3339 0.091 0.156 0.101 -0.068
H 10.1012 1.9256 -4.1300 0.081 0.002 0.003 0.080
H 8.8856 2.4634 -2.9746 0.010 0.008 0.036 0.080
H 10.5117 3.1648 -2.9328 0.012 -0.005 -0.014 0.079
H 10.1780 1.4672 -1.1083 -0.072 -0.075 0.034 0.140
H 12.0699 0.4690 -3.2929 -0.012 0.071 -0.037 0.080
H 12.1532 0.0458 -1.5854 -0.012 0.024 0.026 0.078
H 12.4771 1.7106 -2.0972 0.001 0.004 -0.019 0.079
H 9.7509 -0.3327 -3.2334 -0.006 -0.008 -0.012 0.092
C 8.0831 -7.3697 2.3356 -0.108 0.079 0.068 -0.063
C 7.9278 -6.7576 0.9517 0.352 -0.151 0.106 -0.500
C 8.7637 -7.4951 -0.0831 -0.054 0.066 -0.124 -0.063
O 8.2825 -5.3752 0.9789 -0.180 0.078 -0.032 -0.068
H 9.1241 -7.3082 2.6645 0.028 -0.055 -0.052 0.080
H 7.4768 -6.8293 3.0629 -0.029 -0.010 -0.023 0.079
H 7.7823 -8.4182 2.3417 0.018 -0.005 -0.004 0.080
H 6.8779 -6.7856 0.6576 -0.025 0.106 -0.014 0.136
H 9.8251 -7.4371 0.1734 -0.004 -0.049 0.064 0.081
H 8.6389 -7.0432 -1.0674 -0.037 -0.007 0.006 0.079
H 8.4819 -8.5471 -0.1440 0.014 -0.004 0.013 0.080
H 9.2086 -5.3123 1.2357 0.020 -0.006 0.000 0.087
```
Positions in Å, forces in eV/Å.


What are the orbital gap values for these records? In order: 7.977; 9.773 eV.
What are the M values for these records? In order: 761.99; 669.00 g mol⁻¹.
What are the E values for these records? In order: -2561.41225; -2131.10201 hartree.